Entry 1:
Computed, not measured: C28H38Cl5GeO5V as an isolated structure in a non-equilibrium geometry, with wB97M-V/def2-TZVPD.

Geometry (Å):
V 0.293 -0.501 -0.215
C 3.513 0.519 1.973
C 2.460 1.570 1.663
C 2.825 2.380 0.432
C 2.248 2.482 2.863
O 1.199 0.907 1.360
Ge -0.015 0.182 2.559
O 0.282 -1.511 1.242
C 0.115 -2.917 1.737
C 0.230 -2.909 3.252
C 1.256 -3.723 1.143
C -1.262 -3.403 1.322
O -1.299 0.418 1.222
C -2.513 1.206 1.403
C -3.541 0.674 0.419
C -3.008 1.000 2.831
C -2.240 2.688 1.179
H 4.499 0.977 2.055
H 3.545 -0.241 1.196
H 3.290 0.024 2.923
H 3.760 2.919 0.592
H 2.038 3.105 0.212
H 2.947 1.724 -0.434
H 3.148 3.065 3.059
H 2.022 1.900 3.760
H 1.422 3.173 2.677
H 1.187 -2.497 3.577
H 0.165 -3.940 3.598
H -0.577 -2.346 3.721
H 2.212 -3.341 1.501
H 1.263 -3.660 0.059
H 1.153 -4.767 1.439
H -2.036 -2.871 1.878
H -1.350 -4.468 1.538
H -1.434 -3.251 0.259
H -3.619 -0.411 0.511
H -3.267 0.918 -0.609
H -4.518 1.113 0.621
H -3.166 -0.062 3.036
H -3.950 1.527 2.981
H -2.291 1.390 3.559
H -1.886 2.891 0.171
H -1.493 3.050 1.889
H -3.160 3.255 1.332
Cl -0.626 1.363 -1.514
C -1.359 -0.057 -2.242
C -0.857 -1.231 -1.716
C -1.143 -2.392 -2.425
Cl -0.361 -3.875 -2.025
C -2.018 -2.360 -3.513
Cl -2.381 -3.796 -4.369
C -2.596 -1.151 -3.923
Cl -3.701 -1.116 -5.219
C -2.232 0.039 -3.300
Cl -2.805 1.566 -3.819
C 5.501 1.058 -6.182
C 4.840 0.533 -4.936
C 3.509 0.150 -4.936
C 2.894 -0.348 -3.797
C 1.446 -0.783 -3.896
C 3.651 -0.478 -2.622
C 5.011 -0.119 -2.596
C 5.887 -0.207 -1.364
C 5.567 0.386 -3.756
C 3.011 -1.025 -1.416
O 3.459 -1.813 -0.654
O 1.685 -0.589 -1.252
H 4.765 1.326 -6.939
H 6.161 0.300 -6.609
H 6.111 1.934 -5.963
H 2.933 0.222 -5.853
H 1.193 -0.990 -4.934
H 0.772 0.003 -3.543
H 1.244 -1.686 -3.315
H 5.646 0.597 -0.663
H 6.933 -0.100 -1.644
H 5.761 -1.147 -0.836
H 6.612 0.680 -3.740

E_HOMO (alpha / beta) = -11.508 / -11.509 eV
Gap between HOMO and LUMO (alpha / beta) = 6.53 / 7.11 eV
Expectation value of S² = 0.76
2S+1 = 2
LUMO energy (alpha / beta) = -4.98 / -4.39 eV
Calculated total energy = -6787.7070 Ha
Net charge = +1

***

Entry 2:
Computed, not measured: a 2-piece molecular cluster, C4H6N2O overall in a non-equilibrium geometry, with wB97M-V/def2-TZVPD.

Geometry (Å):
N 0.359 1.821 -0.160
C 1.227 0.931 -0.202
C 1.853 -0.149 -0.415
N 2.101 -1.195 0.607
H 0.683 2.650 0.184
H 2.615 -0.186 -1.268
H 1.918 -2.083 0.124
H 1.477 -1.050 1.326
C -2.661 0.134 0.368
C -2.073 -0.531 -0.555
O -1.760 -1.323 -1.354
H -3.441 0.820 0.012
H -2.298 0.161 1.333

E_HOMO = -8.427 eV
SMILES string = N=C=CN.C=C=O
Gap between HOMO and LUMO = 9.09 eV
LUMO energy = 0.66 eV
Calculated total energy = -340.6473 Ha

***

Relative energy (zero: lowest compared OMol25 entry of this formula, charge and spin) (kcal/mol)
16.4 92.6